This record from OMol25 describes a structure of composition C40H80O80S20 at a distorted geometry. The level of theory is ωB97M-V with the def2-TZVPD basis set.

Summary:
electronic energy: -423248.712 eV

Each line ends with the Mulliken charge.
Atoms and positions in Å:
S (-3.1793, -0.4680, -7.4220)  1.314
S (5.5355, -4.0892, -4.1693)  0.874
S (-1.3807, -0.5570, 1.0085)  -0.971
S (-3.2270, 6.7277, 0.8311)  1.169
S (-6.8799, 3.8204, -2.7487)  0.986
S (5.4490, 3.3944, -0.5026)  0.706
S (0.7113, 0.5714, -4.7631)  0.122
S (6.5699, -0.5301, -2.2976)  0.673
S (-5.9568, -6.0303, 1.1072)  1.059
S (-5.9469, -0.1173, 1.6789)  0.809
S (5.3758, -3.2303, 2.3251)  0.857
S (-0.6836, 4.7844, -1.1907)  0.855
S (-1.0299, -3.6180, -2.6414)  1.093
S (1.9986, -1.5082, 6.6252)  1.087
S (0.8061, -6.2334, 6.0881)  1.009
S (-4.6835, 6.5418, 5.6138)  1.053
S (-3.5720, -3.8326, 4.9136)  1.110
S (2.8457, -6.2272, 0.1420)  1.051
S (3.6894, -0.1643, -8.5625)  0.935
S (3.2343, 2.2306, 3.2897)  0.709
O (6.5781, -1.2932, -1.0392)  -0.489
O (-6.1190, 6.9305, 5.9897)  -0.575
O (3.6872, -1.1615, -7.2025)  -0.219
O (-6.7194, -6.1820, 2.3453)  -0.502
O (-6.9369, 0.5389, 0.7747)  -0.581
O (-4.7792, -0.2937, -7.1258)  -0.419
O (-3.6485, 7.5288, 5.9517)  -0.526
O (4.4374, -3.1857, -3.6394)  -0.181
O (-1.9016, -4.8722, -3.4052)  -0.401
O (-3.2607, 5.2728, 0.9020)  -0.222
O (-2.9208, 0.3532, -8.5982)  -0.616
O (0.1689, 5.5170, 0.0343)  -0.374
O (-4.3356, 5.1499, 6.3980)  -0.379
O (0.2745, -0.4061, 0.6183)  -0.229
O (6.5458, -3.2067, -5.1296)  -0.164
O (2.5801, -7.0900, -0.9811)  -0.605
O (-5.7753, 0.7910, 2.9856)  -0.021
O (-5.5749, 4.7319, -2.6864)  -0.369
O (6.9918, 1.0063, -2.1210)  -0.116
O (-1.8497, 0.6218, 1.7425)  -0.120
O (0.6592, 4.1256, -1.8435)  -0.222
O (-0.4150, -0.3615, -4.8601)  -0.338
O (-5.8103, -4.4439, 0.6401)  -0.382
O (3.2729, 1.4995, 2.0471)  0.026
O (0.1467, -3.1272, -3.3430)  -0.600
O (-7.9764, 4.6101, -2.1871)  -0.574
O (4.9647, -4.6093, 2.0721)  -0.401
O (-5.0368, -4.3336, 4.3873)  -0.250
O (5.3181, 2.0463, 0.1265)  -0.058
O (4.4964, 4.5088, 0.2372)  -0.042
O (7.9809, -0.8832, -3.1763)  -0.325
O (0.2470, -6.5079, 4.6527)  -0.425
O (-2.5818, -4.0503, 3.8656)  -0.295
O (-4.2789, -5.9938, 1.3915)  -0.351
O (0.6930, -7.3815, 6.9708)  -0.600
O (5.0444, -5.2997, -4.9071)  -0.600
O (-3.5154, -4.9271, 6.0697)  -0.351
O (-7.1309, 3.0577, -3.9787)  -0.521
O (2.1030, 1.5177, 4.2502)  0.133
O (2.3524, 3.6052, 3.1268)  -0.282
O (-1.4350, 3.7216, -0.6354)  -0.132
O (-4.5693, 7.3820, 0.1368)  -0.378
O (4.7292, 0.9079, -7.7677)  -0.450
O (-1.7655, -0.6099, -0.5638)  0.223
O (-0.9943, -3.7077, -1.1385)  -0.184
O (4.4844, 2.6060, 4.0251)  -0.698
O (6.6574, -4.4519, -3.0272)  -0.236
O (-6.6280, -1.3978, 2.4346)  -0.350
O (1.6194, 0.4411, -3.6443)  -0.201
O (-2.7861, -1.8320, -7.2757)  -0.533
O (3.1890, -6.8670, 1.4161)  -0.554
O (2.3380, 0.3927, -8.7389)  -0.460
O (0.4349, -1.4494, 7.1708)  -0.485
O (-4.4921, 5.7380, 4.1764)  -0.014
O (-1.6392, -1.8990, 1.5914)  0.248
O (2.2887, -5.6839, 5.5346)  -0.335
O (2.7293, -2.6895, 7.1259)  -0.529
O (1.6398, -5.0703, 0.3580)  -0.295
O (6.7819, 4.2738, -0.0627)  -0.396
O (-2.8088, 0.4304, -6.0538)  -0.141
O (5.0024, -2.2018, 1.0808)  -0.280
O (-6.2671, -6.9064, -0.0210)  -0.576
O (-1.3412, 5.7504, -2.0112)  -0.680
O (5.4687, -0.5985, -3.2526)  -0.128
O (1.3920, 0.8805, -6.2929)  0.070
O (-4.5869, -0.4718, 1.2680)  -0.005
O (4.3174, -0.8269, -9.7269)  -0.573
O (2.6349, -0.1616, 6.6890)  -0.548
O (-6.3440, 2.7362, -1.5847)  -0.181
O (4.1353, -2.4787, 3.2031)  -0.128
O (1.4193, -1.8077, 5.0091)  -0.080
O (-3.6961, 7.2848, 2.3360)  -0.371
O (0.1512, 2.1474, -4.6987)  0.040
O (-1.9992, 7.4853, 0.6646)  -0.605
O (6.7443, -2.8880, 2.7800)  -0.625
O (-2.1616, -2.4806, -3.0544)  -0.472
O (0.1465, -4.9847, 6.5757)  -0.464
O (5.4338, 3.5810, -1.9521)  -0.582
O (-3.7037, -2.4756, 5.5629)  -0.683
O (3.9725, -5.0074, -0.2484)  -0.288
C (4.4463, 0.9063, -6.4134)  0.625
C (5.0513, 5.7756, 0.2661)  -0.469
C (-0.1435, 2.7311, -5.9127)  -0.187
C (8.4056, 1.2587, -2.3399)  -0.428
C (7.9627, -4.4430, -3.5506)  -0.397
C (3.2718, -4.0311, -0.8844)  -0.437
C (0.0795, -1.4771, 4.8711)  1.007
C (1.8693, 4.3934, -1.0463)  -0.099
C (4.7593, -0.9334, 1.4484)  0.325
C (-5.6749, -5.2154, 5.3294)  -0.505
C (-4.9479, 4.3945, 4.2931)  -0.320
C (6.4828, 5.3392, 0.7425)  -0.499
C (-4.8130, -5.1804, 6.6336)  -0.388
C (-0.7737, 0.2363, -1.2649)  0.964
C (-5.2473, 0.6851, -6.2104)  -0.278
C (1.3016, 4.7050, 0.4150)  -0.040
C (-7.2479, -1.0542, 3.6448)  -0.083
C (-5.1010, 8.4713, 0.8594)  -0.434
C (1.4527, 3.8087, 4.1458)  -0.324
C (0.5128, -0.0438, -0.6864)  0.930
C (-3.2477, -4.4478, -3.8174)  -0.205
C (2.0447, -3.7086, -0.0236)  2.402
C (1.1418, 2.3829, 4.7278)  -0.398
C (-3.8425, 1.3913, -5.7789)  -0.308
C (-4.6117, 8.3437, 2.2568)  -0.326
C (-4.4253, 4.0107, -2.4385)  0.623
C (-6.6348, 0.3220, 4.0359)  -0.472
C (7.7895, -3.7710, -5.0075)  -0.519
C (-4.8787, 2.9963, -1.3391)  0.033
C (1.1329, 2.2315, -6.6931)  -0.488
C (4.1934, -1.1289, 2.8973)  -0.103
C (-3.0630, -2.8542, -4.0488)  -0.028
C (-4.5906, -3.9891, 0.2072)  0.112
C (-4.2055, 4.0153, 5.5699)  -0.285
C (4.3462, -0.5844, -6.1264)  -0.055
C (9.0456, -0.0095, -2.8336)  -0.380
C (-0.4713, -0.9079, 6.1761)  -0.098
C (0.7456, -5.5507, 3.7293)  0.235
C (-3.6222, -5.1882, 0.4969)  0.359
C (2.1831, -5.2494, 4.1891)  0.599
H (-5.9454, 1.3694, -6.6927)  0.344
H (0.8570, -6.0562, 2.7701)  0.151
H (0.0061, -0.7373, 4.0740)  -0.202
H (5.3809, -0.8726, -5.9409)  0.323
H (-2.5146, -2.6340, -4.9647)  0.009
H (-3.9121, -2.1727, -3.9960)  0.418
H (-4.8692, 9.3613, 0.2744)  0.292
H (8.1323, -4.6135, -5.6081)  0.332
H (-8.3359, -0.9941, 3.6141)  0.254
H (6.5378, 4.9416, 1.7559)  0.309
H (4.5830, 6.3361, 1.0752)  0.355
H (0.1092, 2.1244, 4.4929)  0.330
H (-3.9906, 3.5623, -3.3318)  -0.216
H (0.9843, 3.8071, 0.9453)  0.003
H (1.7677, 4.5280, 4.9017)  0.309
H (-7.3510, 1.1436, 4.0486)  0.315
H (-3.9751, 2.2269, -6.4661)  0.330
H (2.1850, -3.0720, 0.8500)  -0.468
H (2.8877, -5.7862, 3.5539)  0.238
H (-4.6077, 3.2290, -0.3093)  0.200
H (1.1823, 0.8033, -0.8352)  0.266
H (-6.1436, 0.4334, 5.0025)  0.279
H (-4.5975, 3.0884, 5.9884)  0.330
H (-5.9891, 4.0802, 4.3645)  0.195
H (5.1994, 1.3241, -5.7452)  0.474
H (-4.7212, -3.6270, -0.8125)  0.151
H (3.1542, -0.8323, 2.7549)  -0.150
H (-6.1869, 8.5636, 0.8423)  0.306
H (-3.5737, -4.9666, -4.7189)  0.373
H (8.2475, -5.4878, -3.6751)  0.359
H (1.2293, -3.2515, -0.5840)  -1.149
H (-3.2664, -5.5937, -0.4502)  0.215
H (3.5523, 1.4489, -6.1063)  -0.544
H (0.0715, -4.7182, 3.5274)  -0.072
H (1.2183, 2.5182, 5.8067)  0.259
H (2.0124, 2.8657, -6.5812)  0.406
H (2.3688, 5.3199, -1.3297)  0.186
H (-0.1363, 3.8116, -5.7694)  0.317
H (-4.8124, -6.2279, 6.9350)  0.323
H (1.0025, -0.9205, -1.1102)  -0.061
H (-2.7869, -4.7188, 1.0165)  -0.037
H (-4.2998, 9.3134, 2.6448)  0.316
H (-5.8099, 0.2041, -5.4102)  0.250
H (-1.1234, 1.2669, -1.2041)  -0.691
H (2.5427, 3.5420, -1.1452)  -0.019
H (3.0688, -4.3614, -1.9031)  0.285
H (-5.4078, 8.1448, 2.9743)  0.280
H (4.1124, -0.4566, 0.7120)  0.214
H (-7.1093, -1.7820, 4.4442)  0.140
H (-3.8037, 4.8217, -2.0590)  -0.038
H (4.9499, 6.3044, -0.6816)  0.317
H (7.1848, 6.1730, 0.7437)  0.382
H (-0.7764, -0.0535, -2.3156)  -0.740
H (0.7842, 2.2933, -7.7240)  0.334
H (-3.8035, 1.8422, -4.7873)  0.090
H (9.7981, -0.4475, -2.1778)  0.283
H (2.4660, -4.2042, 4.0638)  -0.313
H (3.8353, -0.5780, -5.1636)  -0.125
H (8.5248, -2.9773, -5.1390)  0.305
H (-0.4103, 0.1693, 6.3312)  0.252
H (0.5627, 4.2136, 3.6640)  0.217
H (-3.1383, 3.9639, 5.3545)  0.216
H (-5.0442, -4.3826, 7.3393)  0.337
H (-4.4490, 2.0130, -1.5305)  0.052
H (-4.4351, -3.2328, 0.9766)  -0.020
H (-6.6703, -4.8840, 5.6249)  0.310
H (-4.5690, 3.7106, 3.5336)  0.322
H (-1.1201, 2.3827, -6.2490)  -0.098
H (5.6824, -0.3546, 1.4810)  -0.053
H (-1.4734, -1.3192, 6.2975)  0.216
H (4.6254, -0.5070, 3.6813)  0.415
H (9.5024, 0.2196, -3.7964)  0.275
H (3.9752, -3.2062, -0.9972)  -0.036
H (8.7620, 1.5068, -1.3401)  0.313
H (-3.7467, -4.6513, -2.8699)  0.024
H (-5.7343, -6.2169, 4.9033)  0.337
H (-0.6357, -2.2013, 4.4812)  -0.880
H (8.6070, 2.1484, -2.9366)  0.316
H (2.0796, 5.2670, 0.9317)  0.365
H (8.7229, -3.9980, -2.9086)  0.255

---

This record from OMol25 describes a cluster of 9 separate species, C40H83BNO22PS10 in total at a distorted geometry. The level of theory is ωB97M-V with the def2-TZVPD basis set.

Summary:
electronic energy: -207677.107 eV
structure (SMILES): COCCCCC[C@]1([PH2]=S)OS(=O)(=O)O[C@@H]1B(N)O.O=S1(=O)CCCC1.O=S1(=O)CCCC1.O=S1(=O)CCCC1.O=S1(=O)CCCC1.O=S1(=O)CCCC1.O=S1(=O)CCCC1.O=S1(=O)CCCC1.O=S1(=O)CCCC1

Each line ends with the Mulliken charge.
Atoms and positions in Å:
S (1.1491, -6.8034, 8.1793)  1.278
S (0.2725, 3.2139, -5.2268)  0.959
S (10.6204, 2.9853, 0.2885)  1.220
S (1.0830, -2.7734, 6.4700)  1.197
S (3.5768, -1.5863, 2.5126)  -0.364
S (0.9634, 8.5044, -5.3204)  1.186
S (-4.8712, 9.5189, -6.7701)  1.274
S (-11.3681, -8.6925, 3.7053)  1.143
S (-1.1638, -1.3856, 0.8128)  1.171
S (-6.1359, -5.9776, 1.6127)  1.259
P (1.8214, -2.0649, 1.8301)  0.292
O (-0.4208, -0.0665, 1.2669)  -0.458
O (-11.2459, -8.2341, 5.0669)  -0.661
O (-5.9742, -7.2938, 2.1810)  -0.689
O (1.6140, 8.2702, -4.0553)  -0.676
O (-3.9286, 10.5159, -7.2086)  -0.722
O (-2.2899, -1.1876, -0.0116)  -0.660
O (1.6137, 8.1536, -6.5611)  -0.696
O (8.1931, -0.6730, -0.3470)  -0.392
O (0.0052, -1.9299, -0.0966)  -0.486
O (0.6233, 2.5387, -4.0002)  -0.660
O (10.8080, 1.8832, 1.1947)  -0.648
O (0.7688, -7.4789, 6.9640)  -0.735
O (1.7385, -3.1072, 5.2305)  -0.604
O (-12.4692, -9.5309, 3.3029)  -0.667
O (-7.1659, -5.7175, 0.6360)  -0.674
O (0.2200, 2.3054, -0.7234)  -0.463
O (0.3084, -5.7782, 8.7500)  -0.689
O (-1.4422, -2.1885, 1.9450)  -0.451
O (-4.6803, 8.7944, -5.5381)  -0.712
O (-0.2597, 4.5499, -5.2083)  -0.600
O (9.3797, 3.7167, 0.2423)  -0.667
O (1.7441, -2.9794, 7.7357)  -0.695
N (-0.2209, 0.2871, -2.0230)  -0.442
C (8.3354, -0.0073, 0.8920)  -0.586
C (-6.5312, 10.2071, -6.7758)  -0.760
C (-11.2590, -7.2775, 2.6157)  -0.824
C (-1.4472, -2.4536, 7.0658)  -0.800
C (11.0417, 2.4699, -1.3729)  -0.644
C (0.4933, -1.0753, 6.3982)  -0.790
C (-4.4978, -3.9416, 1.4179)  -0.038
C (-9.7661, -7.1343, 2.3331)  -0.383
C (-0.0248, 1.7828, -7.4575)  -0.599
C (3.0187, -7.9324, 9.7067)  -0.644
C (12.8033, 4.0644, -0.8067)  -0.629
C (-9.8143, -9.4460, 3.2068)  -0.698
C (2.8118, -6.1717, 8.0226)  -0.305
C (6.0178, -1.4633, -1.1414)  -0.623
C (-4.5724, -5.3980, 0.9696)  -0.889
C (1.5058, -8.0124, 9.4612)  -0.709
C (-4.9902, -3.9252, 2.8711)  -0.693
C (-6.2746, -4.7642, 2.9315)  -0.667
C (4.6253, -0.9878, -0.7565)  -0.343
C (-9.2451, -8.5565, 2.0928)  -0.538
C (11.8557, 3.6321, -1.9335)  -0.634
C (1.3036, -1.2521, 0.2201)  1.212
C (2.1465, -1.4686, -1.0341)  -1.232
C (-0.5298, -3.5410, 6.5173)  -0.149
C (0.8026, 0.1514, 0.4566)  -0.926
C (11.9717, 4.1573, 0.4794)  -0.713
C (1.6695, 3.1422, -6.3393)  -0.803
C (0.4315, 10.2211, -5.3838)  -0.734
C (3.4627, -6.5028, 9.3618)  -0.717
C (-0.8061, 2.1411, -6.1860)  -0.636
C (-6.6495, 8.1105, -8.0834)  -0.611
C (-7.2812, 9.4989, -7.9123)  -0.580
C (3.5601, -2.0511, -0.8996)  -0.841
C (-1.1035, 10.1904, -5.4338)  -0.495
C (-1.0379, -1.1581, 6.3509)  -0.401
C (7.0106, -0.3021, -1.0433)  -0.760
C (-5.1404, 8.3367, -8.0857)  -0.749
C (1.4693, 1.8395, -7.1086)  -0.539
C (-0.6736, 7.7917, -5.2723)  -0.515
C (-1.5580, 8.9075, -4.7235)  -0.552
B (0.2373, 0.9571, -0.8307)  0.592
H (-0.2429, 2.5101, -8.2412)  0.297
H (-1.2342, 0.2063, -1.9760)  0.204
H (-3.7871, -5.9973, 1.4292)  0.345
H (-1.4040, 9.0065, -3.6461)  0.361
H (-6.9796, 7.6250, -8.9999)  0.356
H (-1.7276, 2.6759, -6.3983)  0.387
H (-2.6118, 8.7030, -4.8958)  0.166
H (11.5325, 5.1440, 0.6093)  0.354
H (3.5356, -8.6409, 9.0571)  0.293
H (0.9132, -0.5993, 5.5153)  0.335
H (-9.5785, -6.4883, 1.4782)  0.373
H (-9.1661, -9.4651, 4.0803)  0.368
H (13.5889, 3.3167, -0.6844)  0.300
H (13.2876, 5.0139, -1.0278)  0.325
H (1.5137, 0.6955, 1.0649)  0.665
H (0.2661, 2.5584, 0.2145)  0.280
H (8.4668, 1.0603, 0.7691)  0.223
H (0.8552, -1.6553, 2.7460)  -0.051
H (1.7350, 0.9891, -6.4769)  0.276
H (2.5891, 3.1766, -5.7607)  0.407
H (-8.1577, -8.5882, 2.0821)  0.251
H (-0.7938, -3.8053, 5.4932)  0.303
H (12.5434, 3.8862, 1.3627)  0.349
H (-1.3735, -1.1952, 5.3122)  0.096
H (-1.4398, 10.1710, -6.4704)  0.182
H (-4.8078, 8.7993, -9.0140)  0.391
H (0.8006, 10.7106, -4.4849)  0.346
H (-6.3870, -5.2888, 3.8767)  0.392
H (0.9358, -7.7315, 10.3442)  0.357
H (-4.2298, -4.3678, 3.5174)  0.286
H (-0.3161, 0.8026, -7.8308)  0.336
H (2.2418, -0.5423, -1.5806)  0.316
H (-4.5578, -5.5274, -0.1097)  0.447
H (2.7712, -5.1067, 7.8048)  0.103
H (-1.0203, 1.2628, -5.5802)  0.285
H (-5.1693, -2.9113, 3.2243)  0.375
H (4.5463, -6.4170, 9.3068)  0.384
H (-4.5619, 7.4384, -7.8839)  0.399
H (12.3983, 3.3403, -2.8310)  0.353
H (-11.8138, -7.5187, 1.7099)  0.380
H (0.8675, 10.6882, -6.2628)  0.390
H (7.4492, -0.1547, 1.5098)  0.305
H (3.1086, -5.8090, 10.1268)  0.320
H (2.0949, 1.8046, -7.9984)  0.360
H (7.2994, 0.0379, -2.0330)  0.384
H (1.1902, -8.9921, 9.1132)  0.346
H (-3.4928, -3.5411, 1.3343)  -0.112
H (1.5631, -2.1168, -1.6672)  0.421
H (4.6885, -0.6032, 0.2535)  0.263
H (1.6080, 4.0096, -6.9954)  0.398
H (-5.1542, -3.3275, 0.7979)  0.303
H (11.6401, 1.5635, -1.2913)  0.365
H (-6.9280, 7.4701, -7.2442)  0.305
H (4.3951, -0.1385, -1.3930)  0.283
H (10.1282, 2.2677, -1.9267)  0.370
H (-6.4619, 11.2803, -6.9302)  0.352
H (3.6369, -2.8069, -0.1294)  0.410
H (-1.2968, -2.3504, 8.1424)  0.310
H (3.7632, -2.5522, -1.8400)  0.516
H (3.2877, -6.7087, 7.2028)  0.373
H (-7.1606, -4.1648, 2.7320)  0.365
H (0.8462, -0.5685, 7.2939)  0.380
H (6.5491, 0.5441, -0.5476)  0.454
H (6.3841, -2.2215, -0.4618)  0.278
H (-1.4902, -0.2801, 6.8097)  0.369
H (-9.5943, -8.9115, 1.1213)  0.289
H (0.0128, 0.8340, -2.8491)  0.223
H (6.0147, -1.8170, -2.1647)  0.286
H (-0.6584, 6.8961, -4.6579)  0.383
H (-0.4839, -4.4307, 7.1390)  0.083
H (-0.9465, 7.5359, -6.2958)  0.326
H (-11.7004, -6.4139, 3.1070)  0.425
H (1.5753, -3.4354, 1.6705)  0.126
H (-1.5284, 11.0800, -4.9722)  0.425
H (11.1913, 4.4580, -2.1954)  0.311
H (-6.9749, 9.9986, -5.8047)  0.376
H (9.2029, -0.3879, 1.4050)  0.217
H (-9.2634, -6.6994, 3.2008)  0.180
H (-10.0128, -10.4602, 2.8714)  0.367
H (-8.3458, 9.4346, -7.6958)  0.320
H (-2.4947, -2.6959, 6.8952)  0.406
H (3.2609, -8.1952, 10.7351)  0.338
H (-7.1687, 10.0664, -8.8377)  0.293